145
Properties=species:S:1:pos:R:3:lowdin_charge:R:1 method="wB97M-V/def2-TZVPD" total_charge=+1 homo_ha=-0.3648 gap_ev=5.6 lumo_ev=-4.35
C -1.6928 -3.3861 1.5942 -0.12
O -1.9375 -2.5183 2.7304 -0.23
C -0.7992 -1.6592 3.0011 -0.22
C -1.3317 -0.1706 3.3966 -0.14
C -0.4662 0.8638 2.4721 -0.22
C -0.8046 2.3831 2.8667 -0.19
C -0.0792 3.4910 1.9568 -0.19
C -0.2513 3.2768 0.3692 -0.12
C 1.1695 3.6702 -0.3036 -0.07
N 1.5581 4.9954 -0.7712 0.14
C 2.9236 4.7958 -1.2300 0.01
N 3.3315 3.4302 -1.0583 -0.09
C 4.6790 2.8252 -1.3725 -0.11
P 5.6990 3.0809 0.2384 0.69
O 4.7720 2.8635 1.4726 -0.37
O 6.9761 1.9756 0.3955 -0.18
O 6.2357 4.7148 0.3606 -0.19
C 2.2888 2.5927 -0.4713 -0.04
C 2.2983 1.0439 -0.0975 -0.10
C 2.3910 0.0445 -1.3572 -0.17
C 1.4708 -1.2706 -1.1589 -0.15
C 0.2984 -1.4236 -2.2491 -0.14
N -0.3543 -0.1430 -2.6388 -0.15
C -0.1668 0.7309 -3.7770 -0.07
C -1.1475 1.9628 -3.7428 -0.06
C -1.9788 1.7403 -2.4327 -0.08
C -1.4123 0.4290 -1.8143 -0.09
H -2.7343 -3.7302 1.2197 0.12
H -1.1827 -2.8697 0.7047 0.08
H -1.1340 -4.3341 1.9249 0.09
H -0.1487 -1.5630 2.0546 0.09
H -0.1102 -2.0660 3.8325 0.13
H -1.1780 0.0529 4.5171 0.12
H -2.4373 -0.0715 3.1134 0.12
H 0.6394 0.6460 2.7491 0.13
H -0.7144 0.5800 1.3913 0.08
H -0.4025 2.5345 3.9448 0.12
H -1.9300 2.6024 2.9277 0.11
H 1.0543 3.4271 2.1991 0.12
H -0.3835 4.5738 2.2380 0.12
H -1.0899 3.9812 -0.0126 0.12
H -0.5651 2.2229 0.0592 0.08
H 0.9969 5.8633 -0.7614 0.18
H 3.5341 5.6682 -1.6487 0.16
H 5.2305 3.4146 -2.2004 0.13
H 4.5474 1.7163 -1.6204 0.12
H 6.7458 1.4193 1.1862 0.10
H 5.9462 5.0609 1.2390 0.09
H 1.3962 0.7237 0.5286 0.09
H 3.2455 0.8672 0.5386 0.12
H 3.4830 -0.3331 -1.4101 0.11
H 2.1647 0.5205 -2.3709 0.11
H 2.1558 -2.1963 -1.2826 0.11
H 1.0051 -1.3478 -0.1160 0.09
H 0.7313 -1.9672 -3.1648 0.13
H -0.5259 -2.0749 -1.7632 0.13
H 0.6135 0.5128 -4.5787 0.11
H -1.2174 2.8281 -4.4899 0.08
H -2.8089 2.4159 -2.0380 0.08
H -1.8288 0.0048 -0.8431 0.11
C -6.6972 6.0128 3.4227 -0.13
O -5.9846 5.7924 2.2068 -0.31
P -5.8396 4.1262 1.7910 0.73
O -4.4073 4.0609 2.3051 -0.28
O -5.8656 4.5081 0.1971 -0.27
C -4.9111 5.4273 -0.3057 -0.12
O -5.8271 2.4564 1.3777 -0.24
C -7.1228 1.8630 1.3173 -0.14
H -6.7153 7.0836 3.6303 0.09
H -7.7234 5.6532 3.3225 0.08
H -6.2025 5.4957 4.2493 0.09
H -3.9915 5.4346 0.2835 0.08
H -5.3452 6.4287 -0.3203 0.09
H -4.6654 5.1406 -1.3306 0.09
H -7.7524 2.3871 0.5936 0.08
H -7.5899 1.8956 2.3056 0.08
H -7.0181 0.8204 1.0125 0.09
C -1.5833 12.0496 2.5237 -0.15
O -2.8606 12.1397 3.1454 -0.26
P -3.9691 10.9233 2.6316 0.72
O -4.6765 11.8833 1.6846 -0.26
O -4.6838 10.9241 4.1063 -0.28
C -5.1969 12.1428 4.6218 -0.12
O -4.9796 9.6153 2.1507 -0.24
C -4.4053 8.3285 2.3647 -0.14
H -0.9610 12.8715 2.8800 0.09
H -1.1066 11.1027 2.7880 0.07
H -1.6860 12.1228 1.4374 0.08
H -5.4830 12.8397 3.8318 0.09
H -4.4485 12.6066 5.2665 0.08
H -6.0803 11.9163 5.2223 0.09
H -4.1507 8.1913 3.4194 0.09
H -3.5065 8.2191 1.7496 0.08
H -5.1295 7.5663 2.0682 0.05
C 5.9156 -3.6000 -6.2834 -0.14
O 4.5465 -3.8697 -5.9957 -0.26
P 3.4765 -2.5987 -6.4504 0.73
O 3.3889 -2.1038 -5.0095 -0.31
O 2.2913 -3.6852 -6.7582 -0.27
C 1.9081 -4.5898 -5.7349 -0.11
O 2.4438 -1.3317 -6.9879 -0.25
C 2.5914 -1.0092 -8.3694 -0.15
H 6.5188 -4.4388 -5.9342 0.09
H 6.0541 -3.4871 -7.3608 0.08
H 6.2371 -2.6892 -5.7706 0.08
H 2.0930 -4.1897 -4.7364 0.06
H 2.4518 -5.5273 -5.8603 0.09
H 0.8397 -4.7921 -5.8355 0.10
H 2.4032 -1.8879 -8.9915 0.09
H 3.6022 -0.6345 -8.5549 0.08
H 1.8744 -0.2278 -8.6266 0.09
C -2.6225 -10.4432 5.4949 -0.14
O -1.4969 -10.1291 4.6801 -0.26
P -1.6883 -8.6845 3.7604 0.72
O -2.0286 -9.4622 2.4963 -0.26
O -0.0775 -8.3914 3.8496 -0.28
C 0.8277 -9.3807 3.3875 -0.12
O -1.9111 -7.1771 2.9603 -0.25
C -2.2160 -6.0944 3.8358 -0.14
H -2.4291 -11.3833 6.0127 0.09
H -2.7775 -9.6552 6.2352 0.08
H -3.5176 -10.5523 4.8765 0.08
H 0.3894 -10.0161 2.6155 0.09
H 1.1516 -9.9961 4.2285 0.09
H 1.7019 -8.8772 2.9687 0.08
H -1.4264 -5.9699 4.5820 0.09
H -3.1711 -6.2828 4.3349 0.09
H -2.3014 -5.1798 3.2472 0.05
C 3.2964 -9.4667 -0.8563 -0.14
O 4.4110 -9.1552 -1.6872 -0.26
P 4.2101 -7.7093 -2.6032 0.72
O 3.8489 -8.4855 -3.8626 -0.26
O 5.8221 -7.4200 -2.5376 -0.28
C 6.7189 -8.4114 -3.0136 -0.12
O 3.9790 -6.2011 -3.4000 -0.25
C 3.6897 -5.1184 -2.5209 -0.16
H 3.4948 -10.4076 -0.3418 0.09
H 3.1543 -8.6787 -0.1132 0.07
H 2.3921 -9.5730 -1.4615 0.09
H 6.2680 -9.0454 -3.7793 0.09
H 7.0537 -9.0278 -2.1777 0.08
H 7.5876 -7.9096 -3.4448 0.09
H 4.4899 -4.9953 -1.7858 0.08
H 2.7410 -5.3060 -2.0078 0.08
H 3.5977 -4.2022 -3.1088 0.06